(1)
Entry from the Open Molecules 2025 dataset: a 6-piece molecular cluster, C40H88N3O12P2 overall (wB97M-V/def2-TZVPD).

HOMO energy = -11.547 eV
molar mass = 865.1 u
gap between HOMO and LUMO = 8.65 eV
charge = +1
E_tot = -3326.5380 hartree
lowest unoccupied orbital energy = -2.90 eV
max |F| = 1.835 eV/Å

Last column: Löwdin charge in e.
CARTESIAN COORDINATES (ANGSTROEM)
P  1.4081  -3.3466  -1.8434  0.97
P  3.4863  -3.2512  -1.0842  0.67
O  1.7965  5.6819  4.4686  -0.02
O  -1.1189  2.9655  2.0698  0.01
O  1.8338  5.9501  0.5650  0.09
O  -3.9285  -4.4521  5.9577  0.00
O  -4.8552  -5.6170  7.5677  0.12
O  1.2216  3.9480  -5.4609  0.11
O  -1.3854  1.3296  0.6402  0.06
O  0.5971  6.8689  -0.9847  0.00
O  0.4332  7.1059  5.4183  0.11
O  -4.1180  -3.6796  -0.4086  -0.24
O  1.6118  1.7932  -5.4869  0.00
O  4.2421  -2.5272  -2.1453  -0.45
N  1.3269  -6.9952  -3.7190  0.07
N  2.1233  -6.4770  -1.5079  0.08
N  3.3256  -5.7701  -3.5054  0.09
C  3.2717  1.2810  1.4803  -0.25
C  0.6807  7.2264  -3.4059  -0.06
C  -0.3623  -2.8780  1.9329  -0.19
C  0.4230  -2.5277  0.6532  -0.25
C  -0.5308  4.2326  2.4441  -0.22
C  -1.0012  2.4602  0.8456  -0.54
C  3.0424  7.1852  -1.0657  0.02
C  -0.4380  3.3227  -0.2545  0.02
C  0.1847  -3.5328  -0.5046  -0.27
C  -0.3394  -1.6528  2.8619  -0.18
C  -5.2493  -1.5110  -0.4570  -0.16
C  -0.3019  2.6844  -6.7762  0.02
C  2.0230  -5.9862  -2.8994  -0.71
C  -4.4719  -5.0273  -0.1120  -0.11
C  1.2269  -1.7535  -2.7285  -0.27
C  -4.2996  -0.5247  -1.1568  -0.18
C  2.6161  -0.0604  1.8520  -0.24
C  -1.2831  -1.9919  -3.2454  -0.20
C  -1.4382  5.3958  2.1212  -0.04
C  -5.2123  -2.9464  -0.9659  -0.23
C  -2.7166  -1.5908  -2.8687  -0.18
C  -4.4634  -5.5981  6.4376  -0.52
C  -0.1906  -1.1408  -2.5873  -0.23
C  1.7937  6.6375  -0.4224  -0.52
C  -2.8818  -1.0641  -1.4368  -0.21
C  1.5332  6.6303  5.3920  -0.53
C  -4.2603  -4.1245  3.5608  -0.06
C  1.6172  0.0445  3.0121  -0.19
C  1.2011  0.4486  -5.7194  -0.25
C  -3.2801  -4.3658  4.6900  -0.24
C  0.8773  2.8683  -5.8513  -0.52
C  -4.6123  -6.7896  5.5196  0.01
C  3.4573  4.0273  5.1518  -0.06
C  4.2362  1.1087  0.2863  -0.10
C  1.1929  -4.6959  -3.0590  -0.22
C  3.1040  5.1632  4.2142  -0.23
C  1.0627  -1.3375  3.4388  -0.18
C  1.5807  -0.0507  -7.0978  -0.05
C  0.4017  7.8191  -2.0438  -0.23
C  2.5958  7.0052  6.3963  0.02
H  2.4532  6.4007  7.2914  0.10
H  3.4935  4.3566  6.1904  0.07
H  1.6454  -7.9056  -3.3981  0.08
H  -2.1889  -0.2338  -1.2626  0.08
H  2.4659  1.9520  1.1597  0.10
H  -1.6136  5.4862  1.0484  0.07
H  0.7564  0.6651  2.7380  0.10
H  3.7648  7.3904  -0.2798  0.09
H  3.6149  6.8777  6.0396  0.07
H  5.2065  0.7237  0.6103  0.07
H  1.9938  -1.0510  -2.3786  0.09
H  0.0614  6.3449  -3.5699  0.08
H  0.2184  -4.5513  -0.0996  0.09
H  2.1422  0.4660  3.8785  0.11
H  0.1189  -4.9046  -3.1290  0.10
H  1.4797  -4.2658  -4.0286  0.11
H  3.9780  -6.5018  -3.2519  0.09
H  0.4554  4.3476  1.9953  0.09
H  1.4856  -2.4965  0.9208  0.06
H  -0.8226  -3.3774  -0.9038  0.09
H  -4.8319  -5.5190  -1.0242  0.09
H  3.7304  -4.8672  -3.2836  0.04
H  3.4379  -2.5736  0.1489  0.00
H  2.6543  0.0548  -7.2512  0.09
H  0.1321  0.3333  -5.5191  0.10
H  -4.5197  -7.6896  6.1217  0.09
H  -6.2766  -1.1538  -0.6139  0.12
H  -2.6387  -1.8429  -0.7005  0.10
H  -3.1407  -0.8715  -3.5799  0.12
H  3.8172  0.3668  -0.4116  0.05
H  3.9681  -4.5495  -0.8652  0.00
H  1.7206  6.9182  -3.5123  0.07
H  -5.6093  -6.7645  5.0810  0.10
H  0.2581  4.0842  0.0896  0.05
H  0.0348  2.8435  -7.8001  0.10
H  -1.2632  3.8160  -0.7677  0.10
H  -5.1744  -2.9840  -2.0662  0.12
H  -2.6048  -3.5155  4.7845  0.11
H  -0.6467  8.1011  -1.9643  0.12
H  -4.7598  -0.1412  -2.0769  0.11
H  2.0626  -0.3851  0.9513  0.09
H  3.8457  5.9628  4.2357  0.12
H  3.0604  4.8015  3.1872  0.11
H  0.1319  -3.7211  2.4384  0.12
H  1.7324  -0.1248  -4.9603  0.10
H  -6.1507  -3.4448  -0.6782  0.12
H  -3.7335  -3.9960  2.6133  0.06
H  -3.8740  -6.8395  4.7228  0.07
H  -3.5590  -5.5134  0.2448  0.08
H  4.3542  2.0332  -0.2832  0.07
H  -5.2460  -5.0396  0.6630  0.08
H  -4.8463  -3.2265  3.7570  0.09
H  2.8893  8.1002  -1.6311  0.07
H  3.3779  -0.8069  2.1166  0.11
H  1.3128  -1.1022  -7.2117  0.08
H  0.9863  8.7201  -1.8554  0.11
H  -0.3854  4.1658  3.5200  0.12
H  -5.0830  -1.4945  0.6275  0.12
H  3.0689  -6.5303  -1.1636  0.06
H  0.4603  7.9561  -4.1852  0.09
H  3.8039  1.6970  2.3416  0.11
H  -0.7807  1.7104  -6.7079  0.07
H  -3.3335  -2.4954  -2.9599  0.10
H  0.0924  2.6940  -0.9680  0.09
H  -0.6797  -0.8031  2.2547  0.10
H  4.4314  3.6108  4.8919  0.08
H  0.0975  -1.5319  0.3451  0.10
H  2.4578  8.0512  6.6569  0.09
H  0.3469  -6.9874  -3.4475  0.07
H  -2.4050  5.2665  2.6088  0.09
H  -1.1451  -3.0660  -3.0506  0.08
H  1.7894  -2.1290  3.2059  0.10
H  1.0783  0.5152  -7.8819  0.07
H  -1.4003  -3.1378  1.6971  0.11
H  -0.3703  -0.9416  -1.5344  0.07
H  -0.9871  6.3220  2.4749  0.09
H  -1.0423  3.4418  -6.5321  0.09
H  -0.1570  -0.1684  -3.0957  0.12
H  -4.1889  0.3465  -0.4975  0.11
H  3.4509  6.4226  -1.7284  0.10
H  2.7087  3.2369  5.0826  0.08
H  1.4128  -1.9642  -3.7895  0.09
H  0.9595  -1.3379  4.5303  0.11
H  -2.6583  -5.2457  4.5135  0.11
H  -1.0660  -1.8229  3.6635  0.10
H  -4.9602  -4.9544  3.4543  0.07
H  1.5096  -6.0433  -0.8361  0.04
H  -1.1562  -1.8875  -4.3345  0.12

***

(2)
Entry from the Open Molecules 2025 dataset: a 6-piece molecular cluster, C40H88N4O8 overall (wB97M-V/def2-TZVPD).

HOMO energy = -7.992 eV
molar mass = 753.2 u
gap between HOMO and LUMO = 8.44 eV
E_tot = -2397.5904 hartree
SMILES = CC1(C)CCCC(C)(C)N1O.CC1(C)CCCC(C)(C)N1O.CC1(C)CCCC(C)(C)N1O.CC1(C)CCCC(C)(C)N1O.OCCO.OCCO
lowest unoccupied orbital energy = 0.45 eV
max |F| = 2.160 eV/Å
ΔE to the lowest compared entry with this formula, charge and spin = 5.11 kcal per mole

Last column: Löwdin charge in e.
CARTESIAN COORDINATES (ANGSTROEM)
O  2.3172  -3.3296  -5.5170  -0.01
O  -4.4215  -1.5486  1.2904  -0.09
O  3.5206  0.9390  4.5467  -0.02
O  -5.8339  -1.6319  -1.1803  -0.01
O  0.1809  -1.7088  0.1239  -0.09
O  0.4620  0.1408  2.8431  -0.11
O  -1.8232  -0.1161  1.4713  -0.09
O  -0.1412  5.6825  -0.2914  -0.01
N  1.1315  5.1335  -0.5336  -0.11
N  -5.0759  -0.6530  -1.8528  -0.10
N  3.1295  1.0478  5.9000  -0.10
N  1.2856  -4.2551  -5.1980  -0.10
C  -3.8293  1.1064  -3.7033  -0.17
C  0.2047  2.8986  -0.6785  -0.03
C  2.1974  -0.1025  7.8759  -0.13
C  3.3466  3.4450  5.7796  -0.04
C  2.7283  -0.2483  6.4460  -0.53
C  -5.9274  0.3744  -2.4402  -0.51
C  2.3217  -4.6699  -2.8930  -0.02
C  -3.0063  -1.9407  -1.5360  -0.02
C  1.2871  1.1125  7.9899  -0.20
C  -3.9009  -1.1636  -2.5284  -0.51
C  -2.7856  -0.2796  2.5133  -0.22
C  3.9796  -1.1313  6.5621  -0.04
C  2.1968  6.1502  -0.4581  -0.52
C  -6.7987  -0.1394  -3.6169  -0.02
C  2.8725  -5.9708  -6.0835  -0.03
C  1.9322  7.1504  -1.5828  -0.04
C  0.2420  -6.7029  -4.1894  -0.17
C  -3.4643  -1.5953  2.3544  -0.21
C  -3.0435  -0.0133  -3.0069  -0.14
C  2.6206  3.1891  -0.4130  -0.13
C  1.4309  -5.4072  -6.0747  -0.52
C  1.0806  3.6695  1.4950  -0.02
C  3.8146  4.1182  -0.1279  -0.17
C  -5.0041  1.5157  -2.8667  -0.16
C  2.3940  2.3177  6.1407  -0.51
C  0.8173  -1.7761  1.3938  -0.22
C  1.1097  -4.9903  -7.4966  -0.05
C  3.5386  5.4891  -0.7502  -0.15
C  1.6838  -0.9552  5.5889  -0.02
C  1.1693  2.4262  5.2299  -0.03
C  -4.2053  -2.1321  -3.6800  -0.02
C  1.2663  3.7884  -0.0304  -0.53
C  -6.8834  0.9183  -1.3724  -0.04
C  0.5579  -2.9765  -3.3064  -0.05
C  1.0751  -4.3475  -3.7463  -0.52
C  2.0243  2.3842  7.6257  -0.12
C  -0.0205  -5.3671  -3.5059  -0.15
C  0.4583  -6.5384  -5.6943  -0.13
C  2.2134  6.8611  0.8951  -0.03
C  1.3139  -0.4003  1.8337  -0.21
H  0.9591  0.7034  3.4441  0.03
H  -6.8661  -1.2249  -3.5749  0.08
H  -4.7211  -3.0343  -3.3628  0.09
H  -4.1015  0.7593  -4.7034  0.11
H  2.5652  6.1871  1.6790  0.06
H  3.0721  -3.8830  -2.8765  0.08
H  1.9523  -4.6667  -1.8575  0.09
H  -2.1383  -0.2635  -3.5655  0.12
H  -3.9502  -1.3985  0.4622  0.02
H  0.7953  -5.8977  -8.0338  0.08
H  0.2089  1.9407  -0.1488  0.07
H  1.5876  -0.9606  8.1588  0.12
H  2.9021  4.3736  6.1851  0.09
H  -5.6111  2.2211  -3.4593  0.12
H  -5.6980  -1.4482  -0.2416  0.07
H  2.8079  7.8113  -1.6687  0.09
H  -3.5347  -2.8416  -1.2135  0.10
H  -0.4581  -6.4300  -6.2741  0.12
H  4.4759  1.0548  4.5604  0.11
H  0.3076  0.9994  7.5098  0.11
H  -3.2513  -2.4317  -4.1383  0.08
H  2.9851  0.0319  8.6193  0.12
H  4.3365  6.1977  -0.5078  0.12
H  -0.7011  -1.3586  0.3190  0.04
H  -7.3158  1.8499  -1.7330  0.09
H  -0.2418  -2.5827  -3.9297  0.08
H  0.7162  3.4173  5.3721  0.10
H  1.0722  7.8051  -1.4548  0.08
H  -2.2267  -0.2637  3.4642  0.12
H  4.7940  -0.5910  7.0421  0.09
H  0.8338  -0.2788  5.5510  0.07
H  -4.6686  -1.6239  -4.5299  0.07
H  2.7062  -5.6681  -3.0773  0.06
H  -7.5513  0.1342  -1.0276  0.08
H  -6.3574  0.0971  -4.5903  0.07
H  -2.5307  0.4447  -2.1430  0.12
H  3.7179  -2.0779  7.0359  0.09
H  1.6418  4.4346  2.0328  0.06
H  1.4318  -1.9797  5.8622  0.09
H  1.3780  -2.2453  -3.3011  0.08
H  -3.4654  0.5729  2.5823  0.13
H  0.0565  4.0041  1.7139  0.09
H  -0.7844  3.3133  -0.4793  0.08
H  -7.7797  0.3311  -3.5926  0.08
H  1.9762  -4.7094  -8.0971  0.08
H  -2.8315  -1.2860  -0.6829  0.06
H  -0.9823  -4.9685  -3.8564  0.12
H  1.9162  6.6828  -2.5698  0.09
H  -0.5496  -7.4241  -3.9941  0.11
H  0.2972  -2.9589  -2.2438  0.07
H  0.2918  -4.2767  -7.5739  0.09
H  2.7386  2.2459  0.1163  0.11
H  1.3889  3.2535  7.7844  0.12
H  2.9464  7.6737  0.8918  0.09
H  -2.7500  -2.4096  2.1654  0.13
H  2.9239  -6.9888  -6.4834  0.08
H  1.6765  -2.4442  1.3206  0.12
H  -4.7819  2.1427  -1.9980  0.12
H  1.1803  -7.0708  -3.7606  0.11
H  4.7233  3.6971  -0.5541  0.11
H  2.9867  2.4304  8.1399  0.13
H  3.1903  -6.1633  -5.0532  0.07
H  1.4983  2.4263  4.1898  0.06
H  3.6578  5.3342  -1.8313  0.12
H  0.3785  2.7361  -1.7394  0.09
H  1.2410  7.2561  1.1808  0.08
H  2.3484  -0.4368  2.1948  0.11
H  1.8444  -2.4947  -5.5933  0.10
H  -2.0736  -2.2254  -2.0106  0.08
H  0.3472  1.7380  5.4069  0.07
H  2.6692  3.0917  -1.5046  0.12
H  -3.9982  -1.9676  3.2283  0.12
H  0.1225  -2.1947  2.1258  0.12
H  -0.2118  -5.5671  -2.4473  0.12
H  -0.5754  5.6859  -1.1505  0.11
H  4.3460  -1.4177  5.5677  0.08
H  3.9648  4.2376  0.9534  0.11
H  4.3432  3.4117  6.2112  0.09
H  2.0511  -1.0900  4.5678  0.07
H  -1.2114  0.5749  1.7494  0.07
H  0.9270  -7.4792  -5.9902  0.11
H  3.5843  -5.3412  -6.6062  0.08
H  -6.3152  1.2106  -0.4771  0.09
H  0.8810  1.1789  9.0147  0.12
H  -3.1520  1.9565  -3.8211  0.11
H  3.3358  3.7261  4.7235  0.08
H  1.2145  2.6701  1.8995  0.06
H  1.3512  0.2528  0.9533  0.10